[1]
Below is a molecular structure, CH2O3PS2, with properties calculated with ωB97M-V/def2-TZVPD.

Properties
Orbital gap (Ha): 0.2498
Charge: -1
LUMO energy (eV): 2.93
Energy relative to the best compared isomer or geometry (same formula, charge and spin) (kcal per mole): 62.84

Geometry (Å):
S: -1.028 0.397 -1.039
S: 1.853 -1.112 -0.439
P: 0.563 0.288 2.115
O: -1.682 -0.847 -1.299
O: -1.634 1.177 -0.033
O: -0.349 1.037 -2.132
C: 0.654 -0.480 0.598
H: 1.702 -0.273 2.398
H: -0.079 -0.187 -0.169

[2]
Below is C7H11NO in the gas phase, with properties calculated with ωB97M-V/def2-TZVPD.

Properties
Orbital gap (Ha): 0.4315
SMILES: CC(C)C[C@@]1(C#N)CO1
LUMO energy (eV): 0.82
Energy relative to the best compared isomer or geometry (same formula, charge and spin) (kcal per mole): 65.51

Geometry (Å):
O: -1.512 -0.780 1.113
N: -2.991 1.844 -0.397
C: 2.470 -0.163 -0.267
C: -1.455 -0.346 -0.238
C: 1.001 0.051 0.168
C: -2.217 0.945 -0.249
C: 0.771 1.423 0.763
C: -0.119 -0.421 -0.866
C: -2.224 -1.507 0.162
H: -1.814 -2.550 -0.035
H: -3.292 -1.371 0.249
H: 0.583 2.165 -0.030
H: 2.632 0.438 -1.136
H: 3.189 0.102 0.493
H: 2.664 -1.183 -0.663
H: 0.939 -0.622 0.899
H: -0.131 1.458 1.423
H: 0.053 -1.521 -1.105
H: -0.132 0.164 -1.745
H: 1.586 1.875 1.462

[3]
Below is C2H3NOS2 in the gas phase, with properties calculated with ωB97M-V/def2-TZVPD.

Properties
Orbital gap (Ha): 0.3034
SMILES: OC(=S)/C=N\S
LUMO energy (eV): -0.90
Energy relative to the best compared isomer or geometry (same formula, charge and spin) (kcal per mole): 39.37

Geometry (Å):
S: 1.834 1.113 0.345
S: -2.172 -0.788 -0.785
O: 0.385 -0.799 -1.192
N: 0.691 0.586 1.472
C: -0.593 -0.533 -0.347
C: -0.275 -0.116 1.033
H: 1.230 -0.466 -0.832
H: -1.060 -0.411 1.746
H: 2.529 1.857 1.246

[4]
Below is a molecular structure, C33H34Cl7N4RbSSi, with properties calculated with ωB97M-V/def2-TZVPD.

Properties
Orbital gap (Ha): 0.1348
Charge: -2
LUMO energy (eV): 3.31
Energy relative to the best compared isomer or geometry (same formula, charge and spin) (kcal per mole): 13.87

Geometry (Å):
Rb: -0.383 -0.248 0.291
Cl: 0.040 -0.258 6.141
Cl: -6.093 -3.515 2.644
Cl: -0.014 -3.679 1.161
Cl: -1.435 -6.244 2.281
Cl: -4.671 -0.938 1.560
Cl: 0.045 -0.271 3.198
Cl: -4.472 -6.156 3.015
S: 2.942 -1.664 0.065
Si: -3.937 3.384 -0.187
N: 4.939 -1.096 -1.584
N: 1.535 -0.615 -2.491
N: 2.886 -0.740 -2.463
N: -1.117 -0.326 -2.498
C: 1.502 2.384 0.773
C: 3.492 3.731 -2.114
C: 1.463 4.229 4.015
C: 3.211 3.450 -0.772
C: 4.619 4.444 -2.495
C: 2.006 2.666 -0.426
C: -4.093 5.269 -0.556
C: -1.750 -3.605 1.585
C: -4.959 2.679 -1.638
C: -2.334 -4.768 2.075
C: -5.003 3.167 1.369
C: 5.253 4.626 -0.196
C: -0.371 0.629 4.652
C: -2.337 2.664 0.015
C: 1.261 3.932 2.683
C: -2.401 -2.408 1.408
C: 2.787 2.261 4.282
C: 1.813 2.760 2.090
C: 2.586 1.936 2.955
C: 3.570 -1.151 -1.355
C: -2.510 0.719 -4.638
C: -1.127 0.561 -4.706
C: 5.514 4.899 -1.536
C: -0.462 0.042 -3.601
C: -4.400 -3.549 2.241
C: -3.686 -4.735 2.406
C: 4.127 3.913 0.182
C: -3.735 -2.427 1.754
C: 1.887 0.369 -4.701
C: 2.226 3.406 4.847
C: 1.036 -0.104 -3.553
C: -3.177 0.373 -3.483
C: -2.425 -0.149 -2.432
H: -1.850 2.675 0.989
H: 5.942 4.971 0.567
H: -1.442 0.794 4.647
H: 3.015 1.025 2.553
H: -5.127 5.612 -0.683
H: 2.617 1.103 -4.345
H: -5.218 1.634 -1.447
H: 4.797 4.651 -3.546
H: -3.045 1.138 -5.482
H: -4.463 3.549 2.240
H: 5.258 -0.277 -2.085
H: 1.010 5.128 4.421
H: -5.881 3.244 -1.809
H: -4.365 2.725 -2.554
H: 2.790 3.385 -2.868
H: 5.451 -1.241 -0.728
H: 0.642 4.572 2.066
H: -3.635 5.840 0.258
H: -4.239 0.520 -3.366
H: -2.906 -0.424 -1.497
H: -5.210 2.110 1.548
H: -1.635 2.622 -0.821
H: 0.195 1.556 4.646
H: -0.606 0.855 -5.603
H: 1.504 2.282 -1.324
H: 3.430 -0.484 -3.275
H: 6.394 5.462 -1.824
H: 3.385 1.595 4.896
H: 3.940 3.705 1.227
H: 2.371 3.645 5.893
H: 2.430 -0.464 -5.157
H: 1.310 0.848 -5.481
H: -3.537 5.509 -1.468
H: -5.955 3.703 1.301

What HOMO values result from the calculations? In sequence: -0.1422; -0.4014; -0.3365; -0.0133 hartree.